The following is a DFT calculation (ωB97M-V/def2-TZVPD) of a 2-piece molecular cluster, CH5FN2 overall at a distorted geometry.

Summary:
total charge	0
energy	-250.3240	a.u.
energy above the lowest of the compared OMol25 structures with the same formula, charge and spin	363.1	kJ/mol

Last column: Löwdin charge in e.
Cartesian coordinates (Å):
C (0.8511, -0.2163, -0.0002)  -0.111
N (-1.2391, 0.6654, 0.0865)  0.084
N (-0.5558, -0.3502, -0.2714)  -0.002
F (-0.9984, 0.1542, -2.3862)  -0.547
H (1.5308, 0.6201, -0.3294)  0.109
H (0.8964, -0.3522, 1.0806)  0.091
H (1.5085, -0.9810, -0.4498)  0.090
H (-0.7801, 1.5930, 0.3062)  0.165
H (-2.1610, 0.6722, -0.3066)  0.121